Entry 1:
{
  "formula": "C42H65Br2Cl12IN4O6PS",
  "method": "ωB97M-V/def2-TZVPD",
  "symbols": ["C", "C", "C", "I", "C", "C", "O", "C", "C", "C", "C", "C", "C", "N", "C", "O", "O", "C", "C", "C", "N", "C", "Br", "C", "C", "Br", "C", "N", "C", "S", "P", "C", "O", "C", "C", "C", "C", "O", "O", "C", "C", "C", "C", "C", "N", "H", "H", "H", "H", "H", "H", "H", "H", "H", "H", "H", "H", "H", "H", "H", "H", "H", "H", "H", "H", "H", "H", "H", "H", "H", "H", "H", "H", "H", "H", "H", "H", "H", "H", "H", "H", "H", "H", "H", "H", "H", "Cl", "C", "C", "Cl", "H", "H", "H", "H", "Cl", "C", "C", "Cl", "H", "H", "H", "H", "Cl", "C", "C", "Cl", "H", "H", "H", "H", "Cl", "C", "C", "Cl", "H", "H", "H", "H", "Cl", "C", "C", "Cl", "H", "H", "H", "H", "Cl", "C", "C", "Cl", "H", "H", "H", "H"],
  "positions_angstrom": [[0.404, 0.159, 2.697], [0.434, 0.649, 1.195], [0.418, -0.592, 0.264], [-1.593, -1.356, 0.813], [0.674, -0.531, -1.277], [-0.649, -0.022, -1.911], [-1.135, 1.165, -1.312], [-2.475, 1.384, -1.542], [-3.087, 1.422, -2.803], [-4.467, 1.704, -2.862], [-5.249, 1.963, -1.734], [-4.625, 1.901, -0.467], [-3.262, 1.625, -0.399], [1.769, 0.378, -1.830], [2.282, 1.517, -1.019], [1.259, 2.489, -0.899], [1.904, 3.722, -0.715], [2.751, -0.298, -2.808], [4.198, 0.200, -2.934], [5.337, 0.056, -1.915], [5.157, 0.753, -0.633], [2.158, 0.033, -4.237], [2.562, -1.296, -5.650], [2.400, 1.388, -4.955], [3.687, 1.604, -5.820], [2.093, 3.013, -3.896], [2.519, -1.776, -2.201], [3.085, -1.480, -0.823], [3.945, -2.159, -0.305], [4.921, -3.156, 0.437], [3.354, -3.211, -3.160], [5.170, -2.941, -3.336], [3.247, -4.603, -2.217], [0.958, -1.990, -1.945], [0.168, -2.324, -3.241], [0.402, -3.704, -3.918], [-0.873, -4.056, -4.708], [-1.401, -3.207, -5.376], [-1.347, -5.324, -4.665], [0.610, -3.213, -1.026], [-0.633, -3.847, -1.049], [-0.973, -4.970, -0.223], [0.096, -5.317, 0.601], [1.340, -4.642, 0.582], [1.588, -3.615, -0.197], [-0.537, 0.376, 3.198], [1.173, 0.697, 3.278], [0.701, -0.896, 2.772], [-0.466, 1.257, 1.081], [1.278, 1.342, 1.188], [1.098, -1.327, 0.713], [-1.451, -0.773, -1.891], [-0.570, 0.166, -3.005], [-2.503, 1.244, -3.703], [-4.945, 1.758, -3.838], [-6.306, 2.207, -1.797], [-5.190, 2.086, 0.444], [-2.801, 1.596, 0.587], [1.181, 0.983, -2.433], [3.093, 2.064, -1.504], [2.678, 1.149, -0.069], [1.634, 4.045, 0.157], [4.572, -0.221, -3.877], [4.218, 1.285, -3.124], [5.726, -0.949, -1.709], [6.199, 0.575, -2.369], [6.040, 0.964, -0.196], [4.531, 0.259, -0.016], [1.061, -0.005, -4.226], [1.625, 1.462, -5.729], [4.629, 1.421, -5.304], [3.610, 1.125, -6.799], [3.683, 2.681, -6.046], [5.726, -2.900, -2.389], [5.551, -3.853, -3.828], [5.459, -2.113, -3.992], [3.989, -5.167, -2.469], [0.361, -1.663, -4.097], [-0.918, -2.219, -3.154], [0.649, -4.553, -3.276], [1.187, -3.644, -4.683], [-2.311, -5.288, -4.688], [-1.457, -3.516, -1.680], [-1.947, -5.440, -0.236], [-0.044, -6.151, 1.287], [2.132, -4.960, 1.260], [-1.528, 2.789, 2.945], [-0.325, 3.280, 4.166], [-0.949, 3.510, 5.520], [-2.003, 4.945, 5.543], [0.180, 4.172, 3.802], [0.405, 2.475, 4.233], [-0.167, 3.681, 6.259], [-1.539, 2.653, 5.837], [-5.646, -0.629, 3.030], [-7.114, 0.182, 3.640], [-7.707, 1.122, 2.620], [-6.664, 2.538, 2.334], [-6.854, 0.703, 4.559], [-7.833, -0.600, 3.880], [-8.664, 1.500, 2.977], [-7.870, 0.624, 1.667], [-7.494, 6.503, 3.875], [-6.061, 5.732, 4.610], [-4.796, 6.045, 3.854], [-4.768, 5.274, 2.247], [-6.243, 4.661, 4.658], [-5.980, 6.110, 5.626], [-3.937, 5.661, 4.403], [-4.665, 7.116, 3.716], [8.633, -4.712, -3.854], [9.100, -4.286, -5.522], [9.193, -2.794, -5.720], [7.594, -2.010, -5.631], [8.377, -4.734, -6.199], [10.071, -4.742, -5.706], [9.600, -2.577, -6.707], [9.837, -2.330, -4.977], [0.388, -4.223, 3.007], [-1.024, -4.467, 4.081], [-1.763, -3.188, 4.383], [-0.805, -2.089, 5.407], [-0.672, -4.943, 4.993], [-1.688, -5.162, 3.565], [-2.678, -3.414, 4.929], [-2.028, -2.656, 3.474], [-4.854, 5.207, 7.403], [-5.735, 6.153, 8.634], [-5.641, 5.528, 10.003], [-6.532, 3.989, 10.101], [-6.769, 6.249, 8.308], [-5.288, 7.146, 8.650], [-6.081, 6.198, 10.741], [-4.608, 5.338, 10.284]],
  "total_energy_ev": -381420.9806,
  "total_charge": 1,
  "gap_ev": 8.0
}

Entry 2:
{
  "formula": "C4H10NO",
  "method": "ωB97M-V/def2-TZVPD",
  "symbols": ["C", "N", "H", "H", "H", "C", "O", "C", "C", "H", "H", "H", "H", "H", "H", "H"],
  "positions_angstrom": [[0.873, -0.355, 1.717], [0.932, -1.645, 1.775], [1.506, 0.169, 1.002], [0.506, 0.253, 2.542], [0.200, -1.972, 2.404], [-0.410, 1.386, -0.409], [-0.709, 0.707, 0.732], [-0.698, 0.572, -1.691], [0.044, -0.757, -1.709], [0.674, 1.669, -0.442], [-0.996, 2.325, -0.484], [-0.499, 1.145, -2.608], [-1.780, 0.384, -1.700], [-0.266, -1.425, -2.515], [-0.130, -1.247, -0.752], [1.123, -0.599, -1.775]],
  "total_energy_ev": -7846.5603,
  "total_charge": -1,
  "gap_ev": 7.5
}

Entry 3:
{
  "formula": "C2H2Cl2O3",
  "method": "ωB97M-V/def2-TZVPD",
  "symbols": ["C", "C", "O", "O", "O", "Cl", "Cl", "H", "H"],
  "positions_angstrom": [[-1.776, 1.485, 0.172], [1.829, -0.093, 0.260], [-2.824, 1.682, -0.248], [1.254, 0.963, 0.768], [1.273, -1.091, -0.118], [-1.579, -1.366, 0.250], [3.536, 0.248, -0.161], [0.347, 0.927, 0.600], [-0.201, -1.241, 0.092]],
  "total_energy_ev": -33293.6330,
  "total_charge": 0,
  "gap_ev": 11.1
}

Entry 4:
{
  "formula": "C4H13NO2",
  "method": "ωB97M-V/def2-TZVPD",
  "symbols": ["C", "C", "C", "C", "N", "H", "H", "H", "H", "H", "H", "H", "H", "H", "O", "H", "H", "O", "H", "H"],
  "positions_angstrom": [[-1.654, 1.010, 0.701], [-0.428, 0.075, 0.941], [0.889, 0.586, 0.362], [1.949, 0.752, 1.190], [3.026, 1.579, 0.896], [-2.266, 0.849, -0.188], [-2.343, 0.790, 1.519], [-1.323, 2.049, 0.797], [-0.639, -0.952, 0.607], [-0.319, 0.049, 2.019], [0.904, 1.187, -0.548], [2.067, 0.053, 2.006], [3.866, 1.436, 1.424], [2.912, 2.047, 0.019], [-0.060, 2.578, -3.872], [0.442, 2.274, -3.114], [-0.189, 1.752, -4.335], [-2.391, -6.082, 0.243], [-2.787, -6.454, -0.545], [-1.657, -5.579, -0.121]],
  "total_energy_ev": -9942.7067,
  "total_charge": 0,
  "smiles": "CC/C=C/N.O.O",
  "gap_ev": 8.6
}

no.,lowest unoccupied orbital energy (eV)
1,-2.141
2,4.560
3,0.132
4,0.744